[1]
# C10H8AuN2Se2Te2

C10H8AuN2Se2Te2 as an isolated structure (wB97M-V/def2-TZVPD, the OMol25 dataset).

Each line ends with the natural charge from an NBO analysis.
Geometry (Å):
Au 1.496 -1.748 -0.254  0.68
Se 3.781 -2.584 -0.370  -0.21
Te 4.936 -1.574 1.532  0.26
Te 3.253 -2.071 3.657  0.35
Se 1.096 -1.466 2.824  -0.25
C -2.900 -2.274 -0.331  -0.23
C -3.387 -0.979 -0.336  -0.13
C -2.495 0.080 -0.363  -0.21
C -1.128 -0.169 -0.375  0.18
N -0.671 -1.433 -0.368  -0.53
C -1.529 -2.454 -0.351  0.08
C -0.126 0.931 -0.391  0.15
C -0.482 2.276 -0.372  -0.21
C 0.513 3.241 -0.372  -0.14
C 1.841 2.849 -0.391  -0.23
C 2.117 1.493 -0.416  0.06
N 1.160 0.575 -0.415  -0.49
H -3.561 -3.128 -0.312  0.25
H -4.452 -0.790 -0.319  0.24
H -2.873 1.090 -0.375  0.23
H -1.100 -3.446 -0.356  0.22
H -1.515 2.587 -0.359  0.23
H 0.248 4.289 -0.355  0.24
H 2.642 3.575 -0.391  0.24
H 3.137 1.127 -0.440  0.21

## Properties
Total charge ... +1
HOMO-LUMO gap (spin up / spin down) ... 7.42 / 5.70 eV
Multiplicity ... 3
Electronic energy ... -5969.78437 a.u.

=====

[2]
# C10H8BrCl2NO

C10H8BrCl2NO in the gas phase (wB97M-V/def2-TZVPD, the OMol25 dataset).

Each line ends with the natural charge from an NBO analysis.
Geometry (Å):
O -0.220 1.657 -1.972  -0.65
C 0.025 1.324 -0.716  0.30
C 0.615 0.121 -0.440  -0.14
C 1.010 -0.715 -1.522  -0.16
C 1.587 -1.942 -1.392  -0.24
C 1.890 -2.449 -0.119  -0.21
C 1.579 -1.649 0.922  -0.18
C 0.839 -0.369 0.915  -0.12
N -0.478 -0.405 1.682  -0.40
C -1.606 -0.262 1.260  0.37
C -2.800 0.019 0.904  -0.53
Br -3.831 -1.509 0.526  0.08
C -0.450 2.302 0.307  -0.21
Cl -1.850 3.294 -0.114  0.01
Cl 1.010 3.558 0.622  -0.10
H -0.883 2.289 -1.998  0.49
H 0.662 -0.255 -2.497  0.24
H 1.697 -2.578 -2.262  0.22
H 2.222 -3.492 0.249  0.24
H 1.686 -2.178 1.849  0.21
H 1.465 0.419 1.417  0.24
H -3.400 1.004 1.122  0.28
H -0.769 1.816 1.255  0.26

## Properties
HOMO-LUMO gap ... 7.20 eV
Electronic energy ... -4010.09991 a.u.
Structure (SMILES) ... O/C(=C1\C=CC=C[C@@H]1N=C=CBr)C(Cl)Cl

=====

[3]
# C10H8BrF9O5

C10H8BrF9O5 in the gas phase (wB97M-V/def2-TZVPD, the OMol25 dataset).

Each line ends with the natural charge from an NBO analysis.
Geometry (Å):
C 4.546 -0.222 -0.394  -0.65
C 3.110 0.169 -1.116  -0.20
Br 3.634 1.354 -2.693  -0.04
C 2.149 1.136 -0.151  -0.51
C 1.101 0.341 0.781  0.51
O 1.698 -1.030 0.878  -0.74
O 0.883 0.660 2.195  -0.51
C -0.157 -0.358 2.567  0.97
O -0.519 -0.597 3.832  -0.51
O -0.703 -1.020 1.335  -0.48
C -0.431 -0.040 0.227  0.42
O -0.064 -0.890 -0.940  -0.67
C -1.426 1.227 0.022  0.62
F -1.513 2.153 1.212  -0.31
F -0.806 2.088 -1.058  -0.33
C -2.943 0.949 -0.468  0.60
F -3.746 2.129 0.046  -0.31
F -3.001 1.135 -1.967  -0.30
C -3.720 -0.357 0.091  0.57
F -5.192 -0.053 -0.111  -0.30
F -3.606 -0.450 1.597  -0.29
C -3.466 -1.779 -0.644  0.93
F -4.814 -2.391 -0.956  -0.31
F -2.734 -1.763 -1.921  -0.30
F -2.792 -2.822 0.216  -0.30
H 4.336 -0.759 0.625  0.21
H 5.069 -1.038 -1.089  0.24
H 5.225 0.714 -0.190  0.24
H 2.538 -0.741 -1.574  0.24
H 2.924 1.689 0.568  0.26
H 1.729 1.962 -0.860  0.27
H 2.368 -1.057 1.624  0.49
H 0.321 -0.340 -1.682  0.50

## Properties
HOMO-LUMO gap ... 9.76 eV
Electronic energy ... -4234.52724 a.u.
Structure (SMILES) ... C[C@H](Br)C[C@@]1(O)OC(=O)O[C@@]1(O)C(F)(F)C(F)(F)C(F)(F)C(F)(F)F

=====

[4]
# C10H8BrNO2

A 2-piece molecular cluster, C10H8BrNO2 overall (wB97M-V/def2-TZVPD, the OMol25 dataset).

Each line ends with the natural charge from an NBO analysis.
Geometry (Å):
C -1.891 -0.910 -0.811  -0.29
C -0.691 -0.352 -1.039  -0.13
C -0.495 0.516 -2.176  -0.16
C 0.734 1.007 -2.545  -0.23
C 1.880 0.644 -1.747  -0.17
C 1.732 0.090 -0.574  -0.19
C 0.429 -0.488 -0.173  -0.07
C 0.386 -1.093 0.992  0.23
N 0.198 -1.747 2.038  0.32
O -0.212 -1.415 3.158  -0.51
O 0.583 -3.151 2.021  -0.59
H -2.122 -1.723 -0.068  0.21
H -2.936 -0.676 -1.364  0.21
H -1.458 0.795 -2.616  0.22
H 0.956 1.664 -3.298  0.21
H 2.942 0.989 -2.144  0.22
H 2.508 -0.140 0.006  0.21
H 0.200 -3.592 2.856  0.49
C -0.765 1.806 2.456  -0.24
C -0.529 2.531 1.527  -0.17
Br -0.251 3.763 0.154  0.17
H -1.200 1.483 3.344  0.25

## Properties
HOMO-LUMO gap (spin up / spin down) ... 7.25 / 7.25 eV
Electronic energy ... -3164.75362 a.u.
Structure (SMILES) ... C=c1ccccc1=C=[N+]([O-])O.C#CBr

=====

[5]
# C10H8F13NO5S

A 2-piece molecular cluster, C10H8F13NO5S overall (wB97M-V/def2-TZVPD, the OMol25 dataset).

Each line ends with the natural charge from an NBO analysis.
Geometry (Å):
C 1.240 3.029 -1.261  -0.47
C 0.781 1.774 -1.443  0.13
O 1.650 0.871 -2.090  -0.48
C 1.779 -0.297 -1.440  0.88
O 1.038 -0.634 -0.596  -0.59
N 2.822 -1.173 -1.834  -0.85
S 4.340 -0.473 -1.990  2.22
O 4.318 0.431 -3.069  -0.89
O 5.329 -1.471 -2.154  -0.89
C 4.835 0.532 -0.508  0.38
F 4.291 1.725 -0.499  -0.28
F 6.132 0.733 -0.648  -0.28
C 4.641 -0.162 0.887  0.91
F 5.741 -0.727 1.278  -0.28
F 3.630 -0.998 0.927  -0.31
F 4.390 0.788 1.775  -0.30
H 0.709 3.825 -1.779  0.23
H 2.106 3.187 -0.622  0.22
H -0.208 1.462 -1.119  0.21
H 2.850 -1.978 -1.211  0.44
F -5.056 0.084 0.146  -0.32
C -5.132 0.621 1.382  0.52
F -5.482 1.922 1.233  -0.32
C -3.797 0.532 2.119  0.59
F -2.851 1.257 1.481  -0.31
F -3.972 1.116 3.339  -0.33
C -3.260 -0.884 2.381  -0.14
O -2.287 -1.370 1.473  -0.50
C -2.720 -1.972 0.306  0.85
F -4.056 -2.154 0.331  -0.32
F -2.162 -3.202 0.274  -0.32
C -2.265 -1.200 -0.930  0.49
F -2.745 0.065 -0.918  -0.32
F -2.732 -1.791 -2.055  -0.32
H -5.924 0.117 1.943  0.14
H -2.732 -0.830 3.332  0.23
H -4.062 -1.605 2.542  0.21
H -1.177 -1.151 -0.984  0.17

## Properties
HOMO-LUMO gap ... 8.86 eV
Electronic energy ... -2513.13372 a.u.
Structure (SMILES) ... C=COC(=O)NS(=O)(=O)C(F)(F)C(F)(F)F.FC(F)C(F)(F)COC(F)(F)C(F)F

=====

[6]
# C10H8F3I

C10H8F3I in the gas phase (wB97M-V/def2-TZVPD, the OMol25 dataset).

Each line ends with the natural charge from an NBO analysis.
Geometry (Å):
C 0.301 1.044 2.099  -0.18
C -0.886 0.313 2.392  -0.26
C 0.364 0.086 -0.068  -0.10
C -0.856 -0.558 0.165  -0.06
C 0.936 0.937 0.884  -0.01
C -1.481 -0.417 1.398  0.38
C -1.407 -1.437 -0.962  -0.54
C 1.063 -0.020 -1.370  -0.50
C -1.293 -0.746 -2.305  0.81
C 2.297 1.410 0.614  -0.64
F -2.594 -1.185 1.581  -0.33
F -1.238 -1.684 -3.328  -0.35
F -2.121 0.253 -2.652  -0.32
I 2.262 -1.604 -1.804  0.24
H 0.662 1.613 2.838  0.21
H -1.465 0.321 3.413  0.24
H -0.876 -2.301 -1.282  0.26
H -2.453 -1.732 -1.044  0.25
H 0.923 0.867 -2.045  0.24
H 3.088 0.622 0.303  0.24
H 2.220 2.175 -0.263  0.22
H 2.554 2.044 1.437  0.22

## Properties
HOMO-LUMO gap (spin up / spin down) ... 7.07 / 7.07 eV
Electronic energy ... -982.99147 a.u.

=====

[7]
# C10H8N3OP

C10H8N3OP as an isolated structure (wB97M-V/def2-TZVPD, the OMol25 dataset).

Each line ends with the natural charge from an NBO analysis.
Geometry (Å):
C -3.063 0.141 0.099  -0.20
C -2.673 -1.168 0.204  -0.21
C -2.097 1.159 0.172  -0.17
C -1.343 -1.481 0.368  -0.15
C -0.720 0.844 0.236  -0.06
C -0.385 -0.507 0.344  0.16
C 0.246 1.944 0.409  -0.24
C 1.459 1.855 -0.020  0.04
C 1.644 -0.373 1.349  -0.51
C 2.654 1.739 -0.514  0.01
N 2.717 -1.512 -0.737  -0.73
N 1.336 -1.672 -0.681  -0.17
N 0.958 -0.973 0.356  -0.19
O 3.730 0.913 -0.048  -0.78
P 3.251 -0.534 0.588  1.51
H -4.065 0.267 0.024  0.21
H -3.528 -1.820 0.111  0.22
H -2.211 2.245 0.164  0.22
H -0.854 -2.379 0.467  0.22
H 0.130 2.820 1.043  0.24
H 3.159 2.238 -1.368  0.22
H 3.050 -2.459 -0.698  0.40
H 4.491 -1.009 0.749  -0.03

## Properties
HOMO-LUMO gap (spin up / spin down) ... 7.88 / 7.88 eV
Electronic energy ... -966.46323 a.u.

=====

[8]
# C10H8N3S

An isolated ion of composition C10H8N3S and charge +1 (wB97M-V/def2-TZVPD, the OMol25 dataset).

Each line ends with the natural charge from an NBO analysis.
Geometry (Å):
C -2.150 -0.842 2.077  0.76
N -2.577 -2.266 1.562  -0.34
C -1.911 -2.297 0.435  0.01
S -2.011 -3.702 -0.585  0.49
C -0.924 -2.909 -1.701  -0.04
N -0.513 -1.742 -1.375  -0.41
C -1.019 -1.332 -0.196  0.03
C -0.728 -0.104 0.440  0.36
C 0.147 0.933 0.055  -0.17
C 0.504 2.105 0.964  -0.37
C 2.005 1.931 0.639  -0.41
C 1.690 0.772 -0.282  -0.10
C 0.726 1.135 -1.334  -0.37
N -1.412 -0.017 1.618  -0.34
H -0.631 -3.407 -2.606  0.25
H 0.264 1.899 2.007  0.22
H 0.067 3.058 0.674  0.23
H 2.467 2.783 0.142  0.23
H 2.605 1.648 1.501  0.23
H 2.205 -0.174 -0.271  0.24
H 0.713 2.153 -1.699  0.24
H 0.483 0.376 -2.065  0.27

## Properties
Total charge ... +1
HOMO-LUMO gap (spin up / spin down) ... 5.47 / 5.47 eV
Electronic energy ... -947.86973 a.u.
Structure (SMILES) ... C1=Nc2scnc2C([C@@]23CC[C@@H]2C3)=[N+]=1

=====

> Which of these has the lowest electronic energy?

C10H8AuN2Se2Te2

=====

> Look up the electronic energy of the fourth one.

-3164.75362 a.u.